119
Properties=species:S:1:pos:R:3:forces:R:3:lowdin_charge:R:1 method="wB97M-V/def2-TZVPD" smiles="NC[C@H](O)CN(B(O)O)S(=O)(=O)F.Fc1ccccc1.Fc1ccccc1.Fc1ccccc1.Fc1ccccc1.Fc1ccccc1.Fc1ccccc1.Fc1ccccc1.Fc1ccccc1" e_homo_ev=-8.92 molar_mass_g_mol=984.831 e_lumo_ev=-0.708 energy_ev=-102882.161 gap_ha=0.3017
N -8.168 4.861 -1.797 0.1 0.5 -0.2 -0.040
C -6.774 5.106 -2.331 -0.8 0.6 -1.5 -0.204
C -5.864 3.760 -2.548 1.0 -0.1 -0.2 -0.264
O -6.595 2.655 -3.254 1.4 0.0 2.1 -0.105
C -5.093 3.226 -1.191 0.4 -0.1 -1.9 -0.167
N -5.888 3.377 0.086 0.7 -1.9 2.3 -0.068
B -4.889 3.206 1.257 1.8 -0.2 2.5 -0.530
O -3.533 2.588 1.083 -1.9 3.4 0.5 0.045
O -5.227 3.601 2.670 0.2 -3.0 -2.7 0.022
S -7.028 2.061 0.327 -3.6 -5.1 -3.7 0.929
O -8.153 1.982 -0.732 4.3 1.4 4.4 -0.307
O -6.348 0.649 0.379 -1.5 5.8 1.1 -0.338
F -7.831 2.373 1.849 2.3 -0.3 -3.1 -0.223
H -8.611 5.738 -1.444 0.8 -1.0 -0.5 0.072
H -8.821 4.478 -2.515 1.1 0.3 0.8 0.080
H -6.915 5.588 -3.413 0.8 -1.0 2.1 0.123
H -6.261 5.925 -1.657 -0.7 -2.0 -1.3 0.119
H -4.995 4.068 -3.307 -1.8 -0.5 1.8 0.145
H -6.301 1.770 -2.838 -0.7 2.2 -0.9 0.112
H -4.732 2.106 -1.303 -1.0 2.4 0.3 0.141
H -4.105 3.890 -1.105 -2.5 -1.5 0.3 0.148
H -2.849 3.230 1.488 -1.6 -1.7 -0.6 0.143
H -5.246 2.706 3.163 0.2 2.2 -0.8 0.137
F -4.491 5.994 0.110 0.2 -0.5 -0.2 0.049
C -4.717 7.152 0.744 -0.3 1.4 0.8 -0.283
C -4.323 8.346 0.150 0.0 -0.1 -0.1 -0.018
C -4.563 9.552 0.807 -0.2 -0.3 0.3 -0.081
C -5.186 9.551 2.058 0.0 0.0 -0.1 -0.094
C -5.573 8.347 2.648 0.2 0.1 -0.4 -0.073
C -5.343 7.142 1.986 0.0 -0.2 -0.1 -0.002
H -3.833 8.327 -0.818 -0.1 0.0 0.1 0.115
H -4.266 10.492 0.347 0.0 -0.2 0.1 0.106
H -5.369 10.492 2.572 0.0 -0.2 -0.1 0.102
H -6.054 8.348 3.624 0.1 0.0 -0.2 0.108
H -5.646 6.198 2.426 0.0 0.0 0.0 0.108
F -2.731 -3.564 -0.114 0.4 -0.1 0.2 0.046
C -3.927 -3.405 -0.698 -1.3 0.2 -0.6 -0.291
C -4.717 -2.315 -0.353 0.1 0.0 0.0 -0.009
C -5.959 -2.146 -0.964 0.1 -0.4 -0.2 -0.075
C -6.402 -3.076 -1.907 0.1 0.0 0.0 -0.089
C -5.604 -4.171 -2.243 0.0 0.3 0.2 -0.084
C -4.357 -4.333 -1.640 0.1 0.0 0.0 -0.028
H -4.360 -1.606 0.388 0.0 0.0 -0.1 0.114
H -6.581 -1.292 -0.707 0.2 -0.2 0.0 0.080
H -7.373 -2.947 -2.381 0.2 0.0 0.1 0.103
H -5.952 -4.896 -2.975 0.1 0.1 0.1 0.105
H -3.720 -5.173 -1.896 0.0 0.1 0.1 0.111
F 0.479 -5.902 -7.101 0.1 -0.1 -0.2 0.062
C 0.075 -5.523 -5.882 -0.3 0.3 1.0 -0.290
C -1.039 -4.701 -5.755 0.0 0.0 -0.1 -0.018
C -1.464 -4.310 -4.485 0.4 -0.3 0.1 -0.082
C -0.763 -4.738 -3.355 0.0 0.0 -0.1 -0.095
C 0.357 -5.560 -3.493 -0.3 0.2 -0.2 -0.077
C 0.775 -5.959 -4.763 0.0 0.0 -0.1 -0.013
H -1.567 -4.371 -6.645 0.1 -0.1 0.1 0.115
H -2.338 -3.673 -4.375 0.1 -0.1 0.0 0.103
H -1.091 -4.430 -2.365 0.1 0.0 -0.2 0.089
H 0.904 -5.888 -2.613 -0.1 0.0 -0.2 0.088
H 1.638 -6.605 -4.887 -0.1 0.1 0.0 0.116
F 2.941 -6.020 -1.280 -0.3 -0.2 0.1 0.045
C 3.994 -5.283 -1.656 1.0 0.7 -0.4 -0.293
C 5.149 -5.917 -2.101 -0.1 -0.1 0.0 -0.019
C 6.245 -5.150 -2.497 -0.3 0.3 0.1 -0.081
C 6.177 -3.757 -2.434 0.0 -0.1 0.0 -0.096
C 5.015 -3.129 -1.981 0.1 -0.4 -0.1 -0.084
C 3.916 -3.896 -1.595 -0.1 0.0 0.0 -0.015
H 5.186 -7.001 -2.135 0.0 0.1 0.0 0.115
H 7.149 -5.637 -2.854 -0.2 0.1 0.1 0.105
H 7.033 -3.159 -2.738 -0.2 -0.1 0.1 0.103
H 4.966 -2.044 -1.928 0.0 -0.2 0.0 0.107
H 3.002 -3.425 -1.249 0.1 -0.1 0.0 0.115
F 3.966 -4.160 3.569 0.2 -0.2 0.2 0.044
C 2.771 -4.000 2.985 -1.2 0.1 -0.6 -0.289
C 1.980 -2.910 3.330 0.1 0.0 0.0 -0.018
C 0.738 -2.741 2.718 0.2 -0.4 -0.2 -0.078
C 0.295 -3.672 1.775 0.0 0.1 0.0 -0.087
C 1.093 -4.766 1.439 0.1 0.3 0.3 -0.080
C 2.340 -4.928 2.043 0.1 0.0 0.0 -0.016
H 2.337 -2.202 4.071 0.0 -0.1 -0.1 0.113
H 0.116 -1.887 2.976 0.1 -0.2 0.0 0.105
H -0.676 -3.542 1.302 0.2 0.0 0.1 0.085
H 0.745 -5.491 0.708 0.1 0.1 0.1 0.104
H 2.978 -5.768 1.787 0.0 0.1 0.0 0.116
F 7.691 -0.544 -0.066 0.1 0.0 -0.3 0.057
C 7.038 -0.558 1.104 -0.6 0.0 1.0 -0.291
C 6.511 -1.754 1.580 0.0 0.0 -0.1 -0.010
C 5.836 -1.770 2.800 0.1 0.4 0.0 -0.071
C 5.686 -0.586 3.527 0.1 0.0 -0.1 -0.101
C 6.214 0.610 3.039 0.0 -0.4 -0.1 -0.086
C 6.898 0.623 1.824 0.0 0.0 -0.1 -0.017
H 6.631 -2.662 0.997 0.0 0.1 0.0 0.113
H 5.427 -2.701 3.184 0.2 0.3 -0.2 0.085
H 5.155 -0.598 4.477 0.1 0.0 -0.2 0.098
H 6.092 1.531 3.604 0.1 -0.2 -0.1 0.104
H 7.323 1.542 1.434 0.0 -0.1 0.0 0.115
F 8.126 1.893 5.815 -0.2 0.2 0.0 0.057
C 8.900 0.813 5.988 0.7 -0.9 0.1 -0.291
C 10.278 0.928 5.841 0.0 0.1 0.0 -0.019
C 11.085 -0.195 6.027 -0.5 -0.2 0.1 -0.084
C 10.503 -1.424 6.346 0.0 0.1 0.0 -0.099
C 9.118 -1.530 6.485 0.3 0.3 -0.1 -0.081
C 8.313 -0.405 6.311 0.0 0.1 0.0 -0.021
H 10.712 1.889 5.585 -0.1 -0.1 0.0 0.115
H 12.164 -0.113 5.922 -0.2 0.0 0.0 0.104
H 11.132 -2.300 6.486 -0.1 0.2 0.0 0.100
H 8.667 -2.489 6.730 0.1 0.2 0.0 0.105
H 7.236 -0.468 6.425 0.1 0.0 0.0 0.110
F -3.248 2.466 -2.549 0.5 -0.3 -0.7 0.013
C -1.921 2.585 -2.692 1.4 0.1 -0.2 -0.271
C -1.090 1.568 -2.233 -0.1 0.0 0.0 -0.007
C 0.291 1.688 -2.386 -0.2 0.4 -0.2 -0.076
C 0.827 2.830 -2.986 -0.1 0.0 0.0 -0.094
C -0.014 3.847 -3.438 0.0 -0.4 0.2 -0.082
C -1.396 3.722 -3.295 -0.1 0.0 0.1 -0.015
H -1.525 0.692 -1.762 0.0 0.1 -0.1 0.118
H 0.948 0.895 -2.038 -0.2 0.1 0.0 0.107
H 1.905 2.925 -3.100 -0.2 0.0 0.0 0.102
H 0.406 4.737 -3.901 -0.1 -0.2 0.1 0.106
H -2.065 4.499 -3.649 0.0 -0.1 0.0 0.114

=====

12
Properties=species:S:1:pos:R:3:forces:R:3:lowdin_charge:R:1 method="wB97M-V/def2-TZVPD" smiles=Cc1ccco1 e_homo_ev=-8.48 relative_energy_kcal_mol=6.6 molar_mass_g_mol=82.102 e_lumo_ev=1.138 energy_ev=-7328.998 gap_ha=0.3535
C -1.914 -0.053 0.114 0.0 0.0 0.0 -0.017
C -0.424 -0.039 0.056 0.0 0.2 0.0 -0.339
C 0.493 0.950 0.224 -0.1 0.0 0.0 -0.039
C 1.777 0.337 0.059 0.2 -0.1 -0.4 -0.078
C 1.542 -0.952 -0.263 -0.1 0.3 -0.2 -0.131
O 0.205 -1.214 -0.229 -0.1 0.1 -0.2 0.026
H -2.275 0.958 0.323 0.1 -0.2 0.0 0.083
H -2.277 -0.718 0.905 0.1 0.1 -0.1 0.084
H -2.351 -0.387 -0.834 0.1 0.0 0.1 0.084
H 0.290 2.008 0.335 0.0 -0.2 0.3 0.109
H 2.763 0.774 0.076 -0.2 0.2 0.0 0.100
H 2.171 -1.664 -0.767 0.0 -0.4 0.5 0.117

=====

58
Properties=species:S:1:pos:R:3:forces:R:3:lowdin_charge:R:1 method="wB97M-V/def2-TZVPD" s_squared=0.770 e_homo_ev="0.36 / 0.33" relative_energy_kcal_mol=89.0 molar_mass_g_mol=440.342 e_lumo_ev="4.224 / 4.224" multiplicity=2 total_charge=-2 energy_ev=-64715.292 gap_ha="0.1419 / 0.1429"
O 0.263 -0.084 -0.599 -0.4 0.2 -0.5 -0.386
V 0.154 1.132 0.415 0.6 -0.7 5.1 1.031
C 2.242 1.267 2.110 -4.5 2.6 4.7 -1.051
O 1.854 2.133 1.331 -0.4 5.6 -9.2 -0.106
O 1.471 0.321 2.091 -3.5 -9.7 -3.7 -0.059
O 2.412 1.670 3.229 6.4 1.6 5.8 0.007
C -1.735 0.933 2.372 5.8 -3.6 3.2 -1.084
O -1.486 0.230 3.342 -4.4 -3.0 5.7 -0.034
O -1.773 0.405 1.283 -4.3 -4.7 -10.4 -0.117
O -0.911 1.817 2.285 4.7 11.8 -0.9 -0.114
C -4.312 4.945 -1.882 0.4 -0.8 1.3 -0.100
O -3.466 5.151 -0.723 -0.1 0.4 -1.0 -0.186
C -2.093 4.795 -0.963 -0.5 -0.3 -0.1 -0.204
C -1.772 3.306 -0.731 -1.6 0.4 0.4 -0.191
N -0.340 3.097 -0.654 -0.1 -1.0 -0.8 -0.085
C 0.275 3.268 -1.985 1.3 -0.6 0.2 -0.152
C 1.818 3.006 -1.913 -0.8 0.2 0.4 -0.214
O 2.006 1.679 -1.496 1.3 -0.2 -0.6 -0.255
C 3.363 1.159 -1.536 -1.2 -0.3 -0.5 -0.062
H -4.278 3.874 -2.081 -0.2 0.0 -0.5 0.081
H -4.082 5.519 -2.780 0.6 0.2 0.0 0.074
H -5.343 5.199 -1.632 0.1 0.0 0.4 0.077
H -1.448 5.317 -0.256 -0.4 0.4 0.3 0.126
H -1.823 5.169 -1.951 0.1 -0.1 -0.3 0.099
H -2.287 2.641 -1.425 0.5 -0.1 -0.4 0.128
H -2.222 3.031 0.223 0.2 0.0 0.3 0.119
H -0.006 3.855 -0.076 0.6 -0.2 0.6 0.126
H -0.022 4.254 -2.342 0.7 0.2 -0.4 0.099
H -0.078 2.527 -2.703 -0.5 -0.1 0.3 0.127
H 2.249 3.688 -1.180 0.3 0.2 0.1 0.121
H 2.268 3.144 -2.896 0.1 0.3 -0.3 0.111
H 3.695 0.883 -2.537 -0.3 0.5 -0.8 0.066
H 3.307 0.156 -1.114 0.0 0.4 0.9 0.084
H 4.147 1.810 -1.151 -0.4 0.1 0.7 0.089
C -2.062 -5.518 0.863 1.0 -0.1 0.5 -0.074
C -1.874 -4.379 -0.136 -1.7 0.9 0.2 -0.487
C -1.668 -2.993 0.515 0.8 -0.4 -0.9 -0.018
O -0.911 -4.603 -1.163 0.7 -0.4 0.6 -0.055
H -1.241 -5.570 1.578 0.3 -0.2 -0.1 0.064
H -2.153 -6.468 0.336 0.1 -0.2 -0.1 0.061
H -2.938 -5.435 1.505 -0.3 0.5 -0.4 0.076
H -2.816 -4.444 -0.680 -0.6 0.7 -0.1 0.110
H -1.311 -2.264 -0.212 -0.3 0.0 -0.4 0.066
H -0.804 -3.027 1.179 -0.4 -0.1 0.6 0.072
H -2.555 -2.541 0.959 0.2 -0.3 0.3 0.087
H -0.955 -5.548 -1.326 0.2 -0.1 -0.2 0.064
C 3.477 -2.583 0.832 0.0 0.0 -0.2 -0.062
C 2.031 -2.978 1.179 1.4 0.9 0.4 -0.512
C 1.913 -4.476 1.196 -1.4 0.0 0.8 -0.070
O 1.734 -2.434 2.447 0.1 -1.7 0.1 -0.043
H 3.702 -1.537 1.038 -0.4 0.2 -0.3 0.068
H 3.683 -2.838 -0.208 0.2 0.1 -0.2 0.064
H 4.178 -3.129 1.463 0.0 -0.3 0.1 0.065
H 1.324 -2.535 0.477 0.1 -0.1 -0.5 0.121
H 2.550 -4.977 1.924 0.6 0.2 -0.3 0.072
H 1.919 -4.917 0.199 0.2 -0.1 0.1 0.075
H 0.931 -4.618 1.648 -0.4 -0.4 -0.3 0.053
H 1.799 -1.486 2.314 -0.5 1.5 0.4 0.035